{"formula": "C19H19NO", "method": "ωB97M-V with the def2-TZVPD basis set", "symbols": ["C", "C", "C", "C", "C", "C", "H", "H", "C", "H", "H", "C", "N", "H", "C", "C", "C", "C", "C", "O", "H", "H", "H", "H", "H", "C", "C", "C", "C", "C", "C", "H", "H", "H", "H", "H", "H", "H", "H", "H"], "coordinates": [[1.6846, 2.6673, -3.7973], [2.3640, 1.4626, -3.8642], [1.8347, 0.3345, -3.2649], [0.6190, 0.3894, -2.5934], [-0.0546, 1.6020, -2.5337], [0.4737, 2.7331, -3.1309], [-0.0628, 3.6693, -3.0755], [-1.0001, 1.6656, -2.0156], [0.0835, -0.8349, -1.9090], [-1.0014, -0.7794, -1.8357], [0.3436, -1.7301, -2.4767], [0.7266, -0.9767, -0.5166], [0.5503, -2.3423, -0.0156], [1.2073, -2.5097, 0.7387], [-0.7750, -2.7394, 0.4203], [-1.2193, -2.1654, 1.7347], [-0.5546, -1.9717, 2.9106], [-1.4853, -1.3837, 3.8012], [-2.6461, -1.2717, 3.1055], [-2.4957, -1.7444, 1.8555], [-3.6122, -0.8932, 3.3736], [-1.3071, -1.0888, 4.8147], [0.4686, -2.2073, 3.1228], [-0.7634, -3.8352, 0.4922], [-1.5027, -2.4673, -0.3459], [0.2934, 0.0915, 0.4662], [1.2339, 0.6036, 1.3526], [0.8761, 1.5235, 2.3209], [-0.4360, 1.9513, 2.4178], [-1.3808, 1.4552, 1.5373], [-1.0196, 0.5341, 0.5708], [-1.7814, 0.1527, -0.0922], [-2.4079, 1.7837, 1.6052], [-0.7212, 2.6671, 3.1746], [1.6230, 1.9065, 3.0011], [2.2620, 0.2740, 1.2830], [1.8101, -0.8741, -0.6620], [2.3674, -0.6046, -3.3204], [3.3086, 1.4028, -4.3855], [2.0967, 3.5498, -4.2642]], "atomic_forces_ev_per_a": [[0.04, 0.09, -0.04], [0.11, 0.02, -0.04], [-0.03, -0.01, 0.03], [-0.13, 0.00, -0.10], [-0.01, 0.00, -0.04], [-0.02, 0.11, -0.01], [-0.04, 0.07, 0.00], [-0.09, -0.02, 0.05], [0.29, 0.02, 0.25], [-0.07, -0.05, -0.03], [-0.06, 0.00, 0.02], [-0.06, -0.18, -0.15], [0.27, -0.16, 0.10], [0.01, 0.00, -0.09], [-0.14, -0.12, 0.08], [0.68, -0.19, 0.37], [-0.24, -0.21, -0.59], [-0.52, 0.07, -0.15], [0.21, 0.20, 0.81], [-0.22, -0.20, -0.43], [-0.17, 0.04, -0.06], [-0.04, 0.10, 0.22], [0.24, -0.05, -0.04], [-0.15, 0.17, -0.07], [-0.04, -0.08, 0.01], [0.19, 0.20, -0.01], [-0.04, -0.01, -0.14], [0.05, 0.04, 0.11], [0.02, 0.08, 0.06], [-0.09, 0.02, 0.02], [0.09, 0.04, -0.06], [-0.07, -0.05, -0.09], [-0.08, 0.02, 0.01], [-0.02, 0.06, 0.06], [0.06, 0.04, 0.05], [0.11, -0.04, -0.03], [-0.16, 0.04, 0.02], [0.06, -0.12, -0.01], [0.07, -0.01, -0.04], [0.03, 0.07, -0.04]], "mulliken_charge": [-0.39, -0.65, -0.27, 0.16, 0.04, -0.86, 0.38, 0.33, -1.37, 0.42, 0.54, -0.57, -0.31, 0.36, -0.97, 0.69, -0.41, -0.49, -0.63, -0.37, 0.50, 0.45, 0.49, 0.43, 0.27, 1.01, -0.46, -0.66, -0.64, -0.89, 0.05, 0.34, 0.45, 0.42, 0.42, 0.37, 0.71, 0.41, 0.37, 0.38], "e_homo_ev": -8.147, "energy_ha": -865.38575, "total_charge": 0, "e_above_lowest_kj_mol": 0.00, "homo_lumo_gap_ha": 0.3322, "mol_weight_g_mol": 277.37}



{"formula": "C19H19NO2", "method": "ωB97M-V with the def2-TZVPD basis set", "symbols": ["C", "C", "N", "C", "C", "O", "O", "H", "H", "H", "H", "H", "H", "C", "C", "C", "C", "C", "C", "C", "C", "C", "C", "C", "C", "C", "C", "C", "H", "H", "H", "H", "H", "H", "H", "H", "H", "H", "H", "H", "H"], "coordinates": [[1.3940, 0.0533, 2.6169], [0.5384, 1.1681, 2.0654], [-0.6783, 0.8054, 1.3392], [-1.8062, 1.1760, 2.1567], [-2.4769, 0.0860, 3.0040], [-2.2528, 2.3160, 2.1873], [0.8511, 2.3196, 2.2785], [0.8730, -0.9024, 2.6930], [2.2894, -0.0740, 1.9925], [1.7523, 0.3645, 3.6096], [-1.8914, -0.8315, 3.1695], [-2.7136, 0.5574, 3.9746], [-3.4451, -0.1752, 2.5275], [-0.4306, -1.5187, -0.4177], [0.1150, -2.7434, -0.9211], [-0.4945, -3.9415, -0.4821], [-0.0257, -5.1862, -0.9018], [1.0582, -5.2534, -1.7996], [1.6431, -4.0725, -2.2847], [1.1738, -2.8205, -1.8649], [-0.0153, -0.2590, -0.7169], [-0.7032, 0.9521, -0.1022], [-0.1405, 2.2770, -0.7831], [-0.3473, 3.4156, -0.0555], [0.0548, 4.6708, -0.5365], [0.6301, 4.7779, -1.8142], [0.8803, 3.6090, -2.5350], [0.5054, 2.3551, -2.0300], [-1.2375, -1.5968, 0.3175], [-1.3376, -3.8747, 0.2013], [-0.4911, -6.0924, -0.5375], [1.4441, -6.2361, -2.1170], [2.4709, -4.1361, -2.9926], [1.6148, -1.8997, -2.2539], [0.9595, -0.0582, -1.1412], [-1.7439, 0.9409, -0.5040], [-0.8448, 3.3290, 0.9092], [-0.1437, 5.5472, 0.0893], [0.8709, 5.7718, -2.2054], [1.3301, 3.7047, -3.5307], [0.7708, 1.4751, -2.6048]], "atomic_forces_ev_per_a": [[0.13, -0.17, 0.25], [0.87, 0.83, 0.28], [-0.13, 0.21, 1.19], [-1.27, 1.54, 0.00], [0.03, 0.34, 0.21], [0.52, -1.90, -0.18], [-0.51, -1.14, -0.26], [0.02, 0.13, -0.15], [-0.29, 0.02, 0.00], [-0.12, -0.09, -0.34], [-0.10, 0.45, -0.28], [0.02, -0.32, -0.41], [0.59, 0.13, 0.17], [0.25, 2.61, -0.14], [0.45, -1.69, -0.64], [0.64, 0.07, -0.33], [0.61, 0.48, -0.50], [-0.24, -0.01, 0.24], [-0.31, 0.12, 0.30], [-0.40, -0.47, 0.47], [-0.18, -1.28, 1.38], [0.29, 0.56, -2.76], [0.06, -1.30, 0.60], [-0.09, 1.59, 0.23], [-0.25, -0.29, -0.28], [-0.23, -0.05, 0.85], [-0.25, 0.12, -0.19], [0.13, 0.38, 0.30], [-0.08, -0.08, -0.44], [0.13, -0.04, -0.06], [0.01, -0.01, -0.03], [-0.24, 0.63, 0.15], [-0.24, 0.06, 0.19], [-0.09, -0.36, 0.11], [-0.15, -0.22, -0.63], [0.36, -0.13, 0.95], [0.21, 0.25, -0.37], [0.17, -0.24, -0.38], [0.05, -0.49, 0.03], [-0.11, -0.25, 0.44], [-0.25, 0.01, 0.02]], "mulliken_charge": [-1.39, 0.55, 0.72, 0.55, -1.34, -0.53, -0.48, 0.29, 0.29, 0.42, 0.27, 0.42, 0.31, -0.47, 0.95, -0.53, -0.55, -0.38, -0.60, -0.47, -0.88, 0.40, 0.39, -0.27, -0.82, -0.47, -0.71, -0.33, 0.13, 0.34, 0.37, 0.34, 0.35, 0.31, 0.50, 0.47, 0.28, 0.36, 0.37, 0.35, 0.49], "e_homo_ev": -8.397, "energy_ha": -940.58743, "total_charge": 0, "e_above_lowest_kj_mol": 338.87, "homo_lumo_gap_ha": 0.3149, "mol_weight_g_mol": 293.37}